[1]
Computed, not measured: a molecular structure, C3H8F5N4P3 in a non-equilibrium geometry, with ωB97M-V with the def2-TZVPD basis set.

Calculated values
Spin multiplicity ... 1

Structure (XYZ):
```
23
Properties=species:S:1:pos:R:3:mulliken_charge:R:1
C -0.22705 0.84594 -1.46395 -1.441
C 0.03843 -0.96604 0.34881 -1.264
C 0.75315 0.20341 -0.41768 0.420
N 4.30736 1.34472 1.02548 -0.360
N 3.34372 -1.13762 1.25605 -0.325
N 4.80107 -0.30430 -1.00796 -0.331
N 1.31072 1.28511 0.38517 -0.569
F 3.11193 0.58930 3.13323 -0.199
F 4.01691 2.10403 -1.47071 -0.267
F 6.22322 1.80254 -0.60866 -0.238
F 3.26620 -2.41131 -1.04725 -0.257
F 5.30074 -2.53701 0.23091 -0.254
P 3.15089 0.39082 1.61992 0.652
P 4.80406 1.15528 -0.43087 0.832
P 4.16360 -1.46309 -0.10107 0.759
H -0.24890 0.02690 -2.18462 0.401
H -1.13649 1.09085 -0.87883 0.338
H 0.20310 1.78847 -1.86046 0.371
H -0.59919 -1.38771 -0.41372 0.393
H -0.63804 -0.45492 1.17195 0.254
H 0.73220 -1.50671 0.85399 0.446
H 1.58604 -0.08375 -1.00353 0.378
H 0.54745 1.68068 0.90610 0.262
```

=====

[2]
Computed, not measured: C3H8FN in the gas phase in a non-equilibrium geometry, with ωB97M-V with the def2-TZVPD basis set.

Calculated values
Spin multiplicity ... 1

Structure (XYZ):
```
13
Properties=species:S:1:pos:R:3:mulliken_charge:R:1
C -1.80176 -0.23343 0.35158 -0.818
N -0.60897 0.48138 -0.28397 -0.449
C 0.42632 -0.43730 -0.28788 -0.515
C 1.71938 0.38217 -0.35760 -0.560
F 1.70305 1.28876 0.63612 -0.298
H -2.62257 0.46287 0.45653 0.314
H -2.01895 -1.12627 -0.25961 0.274
H -1.48084 -0.56365 1.40429 0.297
H -0.40829 1.28240 0.29653 0.293
H 0.55090 -0.98334 0.68455 0.310
H 0.36944 -1.16429 -0.99314 0.434
H 1.64679 0.87375 -1.27182 0.319
H 2.52549 -0.26304 -0.37557 0.397
```

=====

[3]
Computed, not measured: C3H8FN3O in the gas phase in a non-equilibrium geometry, with ωB97M-V with the def2-TZVPD basis set.

Calculated values
Spin multiplicity ... 1

Structure (XYZ):
```
16
Properties=species:S:1:pos:R:3:mulliken_charge:R:1
N 0.94433 2.05778 -0.34422 -0.794
N 0.50397 0.70669 -0.26403 -0.082
C 1.23574 0.03036 0.77314 -0.062
N 1.72127 -1.15862 0.60389 -0.315
O 1.46699 -1.67950 -0.66432 -0.326
C -0.92796 0.78325 0.02062 -0.521
C -1.58768 -0.56004 -0.12131 -0.161
F -2.95489 -0.41170 0.13439 -0.307
H 1.04680 2.48219 0.60142 0.265
H 1.87157 2.01317 -0.78574 0.261
H 1.23361 0.42767 1.75260 0.515
H 1.34839 -0.87760 -1.26179 0.412
H -1.41332 1.48848 -0.76700 0.323
H -1.05628 1.12854 1.04990 0.345
H -1.49434 -0.98676 -1.14779 0.227
H -1.18594 -1.29670 0.65924 0.223
```

=====

[4]
Computed, not measured: a molecular structure, C3H8FNO in a non-equilibrium geometry, with ωB97M-V with the def2-TZVPD basis set.

Calculated values
Spin multiplicity ... 1

Structure (XYZ):
```
14
Properties=species:S:1:pos:R:3:mulliken_charge:R:1
C -1.56495 -1.01722 1.28207 -0.241
C 0.49295 0.11054 -0.57247 -0.897
C 1.33920 -0.55462 0.17155 0.118
N -2.46981 -1.28000 0.42726 -0.231
O 1.63984 -1.87341 0.10082 -0.488
F -2.92249 -0.26194 -0.46626 -0.170
H -0.99789 -0.10629 1.46124 0.377
H -1.01324 -1.89555 1.68228 0.276
H -1.84583 -2.74940 -4.52803 -0.027
H -0.25559 -0.29514 -1.26174 0.321
H 0.45198 1.18744 -0.39073 0.291
H 2.17283 -0.12161 0.76729 0.306
H -1.72466 -2.35949 -5.21805 0.027
H 0.86436 -2.37505 -0.22520 0.337
```

=====

[5]
Computed, not measured: C3H8FNO in the gas phase in a non-equilibrium geometry, with ωB97M-V with the def2-TZVPD basis set.

Calculated values
Spin multiplicity ... 1

Structure (XYZ):
```
14
Properties=species:S:1:pos:R:3:mulliken_charge:R:1
C 2.11480 0.73315 -0.45946 -0.656
O 1.08257 -0.10716 -0.26780 -0.305
C -0.09831 0.35975 0.35318 -0.498
N -1.21688 -0.05690 -0.38281 0.074
C -1.71601 -1.29663 0.16830 -0.797
F -2.18670 1.00853 -0.51978 -0.258
H 1.96395 1.68374 -1.14142 0.283
H 2.84474 -0.01165 -1.01855 0.204
H 2.60136 1.08338 0.46796 0.306
H -0.00853 1.49644 0.39194 0.425
H -0.12927 0.11621 1.39164 0.292
H -2.64719 -1.62613 -0.23071 0.325
H -0.88082 -1.93516 -0.05607 0.349
H -1.72369 -1.44758 1.30359 0.257
```

=====

[6]
Computed, not measured: a molecular structure, C3H8I2NO in a non-equilibrium geometry, with ωB97M-V with the def2-TZVPD basis set.

Calculated values
Charge ... +1
Spin multiplicity ... 1

Structure (XYZ):
```
15
Properties=species:S:1:pos:R:3:mulliken_charge:R:1
C -1.23405 -0.21524 1.28236 -1.071
C 0.17680 0.46694 -0.78124 -0.087
C -0.63951 -0.64992 -0.09889 -0.475
N 1.43873 0.80730 0.10388 -0.286
O 0.85961 -0.01229 -1.89944 -0.455
I 0.81321 -2.36188 0.27403 0.251
I -2.21765 -1.35170 -1.37210 0.300
H -1.66376 -1.06589 1.94515 0.363
H -0.45252 0.15974 1.94756 0.340
H -2.09804 0.42549 1.26360 0.421
H -0.36574 1.47830 -0.95269 0.421
H 1.31857 1.62067 0.70995 0.367
H 1.54402 -0.08387 0.72357 0.189
H 2.27545 0.81150 -0.47468 0.371
H 0.24488 -0.02916 -2.67106 0.352
```

=====

Which energy above the lowest of the compared OMol25 structures with the same formula, charge and spin belongs to each record? In order, 0.00, 23.72, 54.73, 123.76, 98.56, 7.55 kcal/mol.